#i
ORCA calculation (ωB97M-V/def2-TZVPD) on an isolated molecule of C4H4BrNO.

Summary:
Spin multiplicity = 1
Total charge = 0
Gap between HOMO and LUMO (spin up / spin down) = 7.85 / 7.84 eV
HOMO (spin up / spin down) = -8.1 / -8.1 eV

Last column: natural (NBO) charge in e.
Element x y z (Å)
C: -0.8098 1.3334 0.1914  0.20
C: 1.0488 0.0201 -0.7580  0.28
C: -2.3808 -0.4257 -0.0989  0.16
C: 2.1063 -0.8991 -0.1745  -0.69
N: 0.2038 0.6126 -0.1283  -0.35
O: -2.1077 0.8488 0.1724  -0.51
Br: -4.2877 -0.5255 -0.0228  -0.01
H: -0.7775 2.3020 0.7808  0.21
H: 2.6776 -0.1003 0.3447  0.25
H: 1.6727 -1.6908 0.5350  0.23
H: 2.6543 -1.4755 -0.8418  0.23


#ii
ORCA calculation (ωB97M-V/def2-TZVPD) on an isolated molecule of C4H4BrNO.

Summary:
Spin multiplicity = 1
Total charge = 0
Gap between HOMO and LUMO (spin up / spin down) = 7.51 / 7.51 eV
HOMO (spin up / spin down) = -7.4 / -7.4 eV

Last column: natural (NBO) charge in e.
Element x y z (Å)
C: 0.2626 -0.5126 1.7285  0.14
C: -0.1328 0.9977 -0.1287  0.34
C: -0.6052 -1.9079 0.1460  0.07
C: 0.0796 1.5040 -1.4524  -0.73
N: 0.3099 0.5018 0.9213  -0.35
O: 0.0513 -1.7324 1.2652  -0.47
Br: -0.9280 -3.7277 0.0232  0.03
H: 0.6635 -0.4102 2.7099  0.19
H: 1.2079 1.5060 -1.8141  0.22
H: -0.6401 1.2199 -2.2634  0.29
H: -0.2687 2.5614 -1.1354  0.28


Quick one: least stable of them? #ii


#i
ORCA calculation (ωB97M-V/def2-TZVPD) on a cluster of 2 separate species, C14H16O in total.

Summary:
Spin multiplicity = 2
Total charge = +1
Gap between HOMO and LUMO (spin up / spin down) = 7.70 / 3.87 eV
HOMO (spin up / spin down) = -11.6 / -11.6 eV

Last column: Löwdin spin population.
Element x y z (Å)
C: 0.2068 3.0350 -4.3359  0.00
C: -0.4204 -0.4450 -1.8105  0.00
C: -1.0322 0.7445 -1.4983  0.00
C: 0.5404 -0.4613 -2.9003  0.00
C: -0.7238 1.8770 -2.3703  0.00
C: 0.6971 0.6020 -3.7760  0.00
C: 0.0560 1.8058 -3.4478  0.00
H: -0.6167 -1.2453 -1.1095  0.00
H: -1.7176 0.9400 -0.5889  0.00
H: 0.8907 -1.4496 -3.0815  0.00
H: -1.1336 2.8382 -2.1079  0.00
H: 1.2023 0.5070 -4.7649  0.00
H: -0.7244 3.6981 -4.3746  0.00
H: 0.4009 2.5877 -5.2915  0.00
H: 1.1121 3.5830 -4.1579  0.00
C: -1.7969 -0.0704 4.4352  0.05
C: 0.9708 -1.3807 1.6094  0.19
C: 0.9218 -0.0202 1.8704  0.17
C: 0.1661 -2.3677 2.1730  0.02
C: 0.1153 0.4762 2.8915  0.04
C: -0.7276 -1.8296 3.0674  0.08
C: -0.6735 -0.4153 3.5146  0.23
O: 1.7813 -1.9934 0.5849  0.18
H: 1.5419 0.6934 1.3762  0.00
H: 2.4473 -1.3162 0.2074  0.00
H: -0.0136 -3.3771 1.8928  0.00
H: 0.3010 1.5523 3.2103  0.00
H: -1.4362 -2.4913 3.5265  0.00
H: -2.7657 -0.2978 4.0545  0.02
H: -1.6404 1.0164 4.5969  0.00
H: -1.8980 -0.5940 5.3978  0.02


#ii
ORCA calculation (ωB97M-V/def2-TZVPD) on a cluster of 2 separate species, C14H16O in total.

Summary:
Spin multiplicity = 2
Total charge = +1
Gap between HOMO and LUMO (spin up / spin down) = 7.36 / 3.72 eV
HOMO (spin up / spin down) = -11.7 / -11.6 eV

Last column: Löwdin spin population.
Element x y z (Å)
C: -0.9657 2.9391 0.0260  0.06
C: -2.1464 0.8442 0.4589  0.02
C: -1.1654 1.7383 0.7497  0.22
C: -2.4185 -0.1976 1.3550  0.17
C: -1.6311 -0.3578 2.4811  0.18
C: -0.5109 1.6341 2.0347  0.14
C: -0.6056 0.4585 2.9237  0.00
O: -2.0414 -1.4563 3.3240  0.15
H: -2.7281 0.9180 -0.4835  0.00
H: -3.1018 -1.1574 1.1706  0.00
H: -1.0713 2.7474 -1.0815  0.01
H: 0.0348 3.2881 0.2173  0.00
H: 0.0953 2.2897 2.5277  0.00
H: -2.5413 -2.0298 2.9834  0.00
H: 0.2813 0.0842 3.6086  0.00
H: -1.7520 3.6768 0.4553  0.03
C: 1.4313 0.6990 -3.9025  0.00
C: 2.5118 -0.8204 -0.4342  0.00
C: 2.2366 0.2402 -1.3853  0.00
C: 2.1908 -2.1819 -0.6904  0.00
C: 1.4421 -0.1769 -2.5435  0.00
C: 1.1741 -2.3773 -1.5463  0.00
C: 0.8085 -1.3971 -2.5024  0.00
H: 3.1487 -0.4193 0.4166  0.00
H: 2.3534 1.1892 -0.9712  0.00
H: 2.6124 -2.8779 0.0158  0.00
H: 0.5749 -3.3352 -1.6921  0.00
H: 1.9532 0.2008 -4.7143  0.00
H: 1.9742 1.6178 -3.6096  0.00
H: -0.0169 -1.7277 -3.3169  0.00
H: 0.4052 0.9188 -4.2661  0.00


Quick one: least stable of them? #ii


#i
ORCA calculation (ωB97M-V/def2-TZVPD) on a structure of composition C19H19BrIIrN5O5S.

Summary:
Spin multiplicity = 1
Total charge = +1
Gap between HOMO and LUMO = 8.60 eV
HOMO = -11.4 eV

Last column: natural (NBO) charge in e.
Element x y z (Å)
Ir: -0.0036 0.7331 -0.8010  1.17
C: 1.2039 5.7306 -0.4995  -0.67
C: 1.8725 4.5542 -1.1013  0.37
N: 3.0664 4.5112 -1.5867  -0.22
N: 3.2283 3.2253 -2.0391  -0.36
C: 2.1584 2.4555 -1.8493  0.22
S: 1.8145 0.8559 -2.2835  0.09
N: 1.2888 3.3020 -1.2316  -0.24
N: 0.0008 2.8385 -0.9164  -0.56
H: 1.8978 6.5666 -0.5195  0.28
H: 0.9228 5.5387 0.5373  0.24
H: 0.3098 6.0050 -1.0610  0.24
H: 4.0956 2.9531 -2.4722  0.45
H: -0.3116 3.1919 -0.0121  0.42
H: -0.6552 3.1549 -1.6327  0.42
Br: -1.7358 1.0526 6.4983  0.09
C: -0.3574 0.6112 5.2885  -0.08
C: 0.8390 0.0943 5.7672  -0.20
C: 1.8570 -0.2275 4.8802  -0.20
C: 1.6883 -0.0279 3.5203  -0.16
C: 0.4802 0.4857 3.0579  -0.12
C: -0.5538 0.8035 3.9349  -0.21
C: 0.2810 0.6784 1.6233  0.76
O: -0.8888 0.8121 1.1010  -0.68
O: 1.2639 0.7274 0.7924  -0.62
H: 0.9699 -0.0576 6.8297  0.24
H: 2.7842 -0.6363 5.2580  0.23
H: 2.4727 -0.2722 2.8175  0.24
H: -1.4904 1.1903 3.5587  0.24
N: -2.8624 -0.8101 -1.1711  -0.76
C: -2.7056 0.2162 -1.9829  0.68
O: -1.6512 0.8974 -2.0607  -0.65
C: -3.8451 0.6003 -2.8752  -0.62
I: -4.0032 -0.8048 -4.4724  0.18
H: -2.0661 -1.1635 -0.6434  0.45
H: -3.7123 -1.3485 -1.2044  0.42
H: -3.6520 1.5703 -3.3162  0.26
H: -4.7929 0.5974 -2.3456  0.25
O: -0.2066 -1.2573 -0.6329  -0.76
C: 0.2283 -2.0162 -1.6385  0.77
O: 0.6711 -1.5651 -2.6742  -0.63
C: 0.1105 -3.4794 -1.3705  -0.12
C: -0.5995 -3.9771 -0.2818  -0.19
C: -0.6928 -5.3452 -0.0823  -0.22
C: -0.0664 -6.2182 -0.9618  -0.18
C: 0.6496 -5.7238 -2.0439  -0.21
C: 0.7333 -4.3569 -2.2522  -0.17
H: -1.0676 -3.2922 0.4127  0.21
H: -1.2478 -5.7320 0.7622  0.22
H: -0.1356 -7.2864 -0.8025  0.22
H: 1.1400 -6.4052 -2.7263  0.22
H: 1.2751 -3.9505 -3.0955  0.24


#ii
ORCA calculation (ωB97M-V/def2-TZVPD) on a structure of composition C19H19BrIIrN5O5S.

Summary:
Spin multiplicity = 1
Total charge = +1
Gap between HOMO and LUMO = 8.24 eV
HOMO = -11.0 eV

Last column: natural (NBO) charge in e.
Element x y z (Å)
Ir: -0.3418 1.1116 0.3181  1.16
C: -1.6500 2.5422 -4.3967  -0.67
C: -2.3220 2.6893 -3.0862  0.37
N: -3.4926 3.1896 -2.8645  -0.22
N: -3.6719 3.0916 -1.5107  -0.35
C: -2.6382 2.5393 -0.8811  0.25
S: -2.3796 2.1975 0.7603  -0.01
N: -1.7643 2.2843 -1.8850  -0.23
N: -0.5188 1.6807 -1.6503  -0.58
H: -2.3129 2.9175 -5.1711  0.27
H: -1.4227 1.4946 -4.5990  0.25
H: -0.7185 3.1093 -4.4264  0.24
H: -4.5329 3.4063 -1.0938  0.44
H: -0.3682 0.7433 -2.1212  0.46
H: 0.2293 2.3131 -1.9360  0.40
Br: 3.5576 -4.2703 -4.4096  0.08
C: 3.4896 -3.2376 -2.8283  -0.09
C: 4.4355 -3.4460 -1.8357  -0.20
C: 4.3830 -2.6865 -0.6759  -0.20
C: 3.3957 -1.7283 -0.5104  -0.18
C: 2.4552 -1.5289 -1.5145  -0.11
C: 2.4972 -2.2869 -2.6801  -0.20
C: 1.3784 -0.5056 -1.3663  0.80
O: 0.4921 -0.3956 -2.2272  -0.70
O: 1.4185 0.1956 -0.2778  -0.73
H: 5.2028 -4.1957 -1.9703  0.24
H: 5.1191 -2.8489 0.1002  0.23
H: 3.3441 -1.1298 0.3876  0.23
H: 1.7569 -2.1262 -3.4504  0.25
N: 2.1606 4.3684 1.2812  -0.75
C: 1.3790 3.3075 1.4342  0.69
O: 0.7531 2.8705 0.4392  -0.64
C: 1.2628 2.7222 2.8024  -0.65
I: 2.7779 1.2611 3.1026  0.19
H: 2.2964 4.7595 0.3630  0.42
H: 2.6965 4.7352 2.0488  0.42
H: 0.3044 2.2327 2.9311  0.28
H: 1.4105 3.4794 3.5665  0.25
O: -0.5407 0.1810 2.1814  -0.66
C: -1.2298 -0.7515 1.6388  0.77
O: -1.3622 -0.6410 0.3718  -0.61
C: -1.8138 -1.8503 2.4028  -0.15
C: -1.7536 -1.8285 3.7943  -0.16
C: -2.3078 -2.8719 4.5142  -0.22
C: -2.9095 -3.9309 3.8454  -0.16
C: -2.9636 -3.9525 2.4575  -0.22
C: -2.4184 -2.9094 1.7300  -0.16
H: -1.2743 -0.9992 4.2963  0.23
H: -2.2704 -2.8637 5.5948  0.23
H: -3.3385 -4.7474 4.4112  0.23
H: -3.4296 -4.7833 1.9458  0.23
H: -2.4498 -2.9074 0.6488  0.23


Quick one: least stable of them? #i


#i
ORCA calculation (ωB97M-V/def2-TZVPD) on a cluster of 2 separate species, C2H8NOS2 in total.

Summary:
Spin multiplicity = 1
Total charge = +1
Gap between HOMO and LUMO = 9.22 eV
HOMO = -13.5 eV

Last column: natural (NBO) charge in e.
Element x y z (Å)
C: 0.5028 -0.6538 -0.0716  -0.74
C: -0.9803 -0.4336 -0.1438  0.71
N: -1.6292 -0.3876 0.9986  -0.68
O: -1.6330 -0.5369 -1.2395  -0.59
S: 1.0716 -1.0530 1.6193  0.05
S: 1.8997 2.1682 -1.3749  -0.27
H: 1.0521 0.1776 -0.6744  0.33
H: 0.9370 -1.4318 -0.7909  0.31
H: -1.1425 -0.5853 1.8437  0.44
H: -2.6315 -0.4283 1.0806  0.44
H: 0.7775 2.7507 -0.8085  0.15
H: -1.2313 -0.0371 -1.9548  0.53
H: 0.4341 -2.2065 1.8222  0.14
H: 2.5732 2.6573 -0.3060  0.18


#ii
ORCA calculation (ωB97M-V/def2-TZVPD) on a cluster of 2 separate species, C2H8NOS2 in total.

Summary:
Spin multiplicity = 1
Total charge = +1
Gap between HOMO and LUMO = 9.98 eV
HOMO = -13.5 eV

Last column: natural (NBO) charge in e.
Element x y z (Å)
C: -1.2477 -1.1753 -0.2273  -0.63
C: -1.7062 0.2053 0.0169  0.39
N: 2.5975 0.6177 0.3169  -0.94
O: -0.9091 1.1534 0.1562  -0.59
S: 0.4916 -1.4001 -0.7576  0.06
S: -3.4354 0.4334 0.3310  0.08
H: -1.7557 -1.6868 -0.9872  0.27
H: -1.4588 -1.8219 0.6733  0.29
H: 3.1409 0.3274 1.1164  0.43
H: 3.2432 0.6812 -0.4587  0.45
H: 2.0579 1.4282 0.6892  0.46
H: 1.7359 -0.1996 0.1345  0.41
H: 0.4923 -0.2893 -1.5649  0.16
H: -3.2466 1.7264 0.5613  0.17


Quick one: least stable of them? #i


#i
ORCA calculation (ωB97M-V/def2-TZVPD) on a cluster of 2 separate species, C4H4ClF in total.

Summary:
Spin multiplicity = 1
Total charge = 0
Gap between HOMO and LUMO = 10.83 eV
SMILES string = C=C(F)Cl.C#C
HOMO = -9.9 eV

Last column: natural (NBO) charge in e.
Element x y z (Å)
C: 0.9295 -1.3905 -0.7172  -0.54
C: 1.5190 -0.3819 -0.1366  0.39
F: 2.1602 -0.5594 1.0016  -0.32
Cl: 1.4874 1.3359 -0.5307  -0.01
H: 1.3302 -2.2767 -0.2497  0.24
H: 0.2943 -1.1715 -1.5304  0.23
C: -1.8173 1.3091 1.0825  -0.23
C: -1.9368 0.9084 -0.0185  -0.24
H: -1.7523 2.0177 1.8897  0.24
H: -2.2142 0.2088 -0.7908  0.23


#ii
ORCA calculation (ωB97M-V/def2-TZVPD) on a cluster of 2 separate species, C4H4ClF in total.

Summary:
Spin multiplicity = 1
Total charge = 0
Gap between HOMO and LUMO = 10.26 eV
SMILES string = C#C/C=C\F.Cl
HOMO = -9.6 eV

Last column: natural (NBO) charge in e.
Element x y z (Å)
C: -0.3111 2.0543 0.7522  -0.17
C: -0.3541 1.0108 0.1523  -0.07
C: -0.3676 -0.1595 -0.6474  -0.40
C: -0.9587 -1.3223 -0.3732  0.30
F: -1.6175 -1.5436 0.7735  -0.32
H: -0.2803 2.9576 1.2801  0.24
H: 0.1537 -0.0607 -1.5899  0.25
H: -0.9576 -2.1900 -1.0173  0.18
Cl: 2.9444 -0.4887 0.1351  -0.28
H: 1.7487 -0.2579 0.5347  0.28


Quick one: least stable of them? #i


#i
ORCA calculation (ωB97M-V/def2-TZVPD) on an isolated molecule of C3H5N3S2.

Summary:
Spin multiplicity = 1
Total charge = 0
Gap between HOMO and LUMO = 8.54 eV
SMILES string = Nc1cc(S)n(S)n1
HOMO = -8.1 eV

Last column: natural (NBO) charge in e.
Element x y z (Å)
N: -2.4014 0.0370 -0.0958  -0.79
C: -1.0658 0.0641 -0.0622  0.30
C: -0.1023 -0.8998 -0.2050  -0.38
C: 1.1672 -0.3600 -0.3711  0.03
S: 2.6926 -1.2377 -0.0773  0.02
N: 0.9238 0.9533 -0.1817  -0.39
S: 2.0304 2.1689 -0.1979  0.22
N: -0.4744 1.3030 -0.0014  -0.33
H: -3.0155 0.7456 -0.2932  0.40
H: -3.0336 -1.0573 -0.0914  0.39
H: -0.4280 -2.0225 -0.2100  0.21
H: 2.1306 -2.4527 0.5958  0.17
H: 1.5765 2.7581 1.1912  0.14


#ii
ORCA calculation (ωB97M-V/def2-TZVPD) on a structure of composition C3H5N3S2.

Summary:
Spin multiplicity = 1
Total charge = 0
Gap between HOMO and LUMO = 8.28 eV
HOMO = -8.8 eV

Last column: natural (NBO) charge in e.
Element x y z (Å)
C: -1.4407 0.7883 -0.3210  -0.03
C: -0.1600 -0.0554 -0.4077  0.04
C: 3.4246 0.3981 0.2157  -0.54
H: -2.2666 -1.5571 0.7385  0.36
H: -3.8361 -0.9779 0.5289  0.37
H: -1.2112 1.8629 -0.6791  0.21
H: -0.2327 -1.1235 -0.8394  0.17
H: 3.1333 1.3780 0.9480  0.26
N: -2.8915 -0.8981 0.2087  -0.66
N: -2.6380 0.4433 -0.0432  -0.19
N: 0.9279 0.4511 0.0111  -0.55
S: 2.1732 -0.5962 -0.3577  0.58
S: 5.0176 -0.1134 -0.0027  -0.03


Quick one: least stable of them? #i